[1]
This record from the Open Molecules 2025 dataset describes C4H11N3 in the gas phase in a non-equilibrium geometry. The level of theory is ωB97M-V with the def2-TZVPD basis set.

The calculation puts the energy relative to the best compared isomer or geometry (same formula, charge and spin) at 92.91 kcal/mol. The value obtained for the orbital gap is 9.458 eV. The structure (SMILES) is [H]/N=C\N(C)N(C)C. As for the charge: 0. The calculation puts the LUMO energy at 0.8 eV.

Atoms and positions in Å:
C -0.396 1.546 0.862
C -0.438 -0.598 -1.393
H -1.171 -1.418 -1.679
H -1.929 -0.654 1.102
H 2.132 -0.558 0.412
H -0.799 2.093 -0.083
C -1.231 -1.374 0.812
N 0.495 0.561 0.410
N 0.120 0.100 -2.367
C 1.742 0.187 1.070
H -1.294 1.165 1.621
H -1.578 -2.102 0.051
H 0.622 0.916 -1.834
H 0.271 2.367 1.181
N -0.279 -0.580 -0.023
H 2.470 1.070 1.157
H 1.603 -0.184 2.183
H -0.751 -1.829 1.640

Forces on atoms 1 to 6 (eV/Å):
C -1.4 2.1 -0.1
C 0.0 -0.5 -2.4
H 1.1 0.9 0.0
H -1.9 0.3 0.8
H 0.7 -0.6 0.1
H -0.3 -1.3 1.5

Atomic partial charges in e from the Mulliken method, atoms 1 to 2: -0.812, 0.130

[2]
This record from the Open Molecules 2025 dataset describes C56H144AsF12N10O22S2 as an isolated structure in a non-equilibrium geometry. The level of theory is ωB97M-V with the def2-TZVPD basis set.

Its expectation value of S² is 0.7542. The value obtained for the orbital gap (spin up / spin down) is 7.672 / 1.709 eV. Its spin multiplicity is 2. As for the charge: +8. The calculation puts the LUMO energy (spin up / spin down) at -12.6 / -18.5 eV.

Atoms and positions in Å:
N -5.912 -6.538 4.211
C -5.855 -8.302 -6.861
H 0.271 -1.121 -12.907
H -9.421 -3.694 -9.284
O -2.757 0.580 -10.883
H -2.924 1.161 -2.367
H -4.015 -5.487 4.169
H -10.738 -6.834 -4.746
H 2.134 3.911 -12.608
H -14.310 -5.632 -2.351
H -2.708 0.257 -14.393
C -7.439 5.369 -0.725
H -11.361 -9.601 -5.264
H -7.438 -4.564 8.425
H -7.060 -6.061 -11.517
H -0.994 -6.103 -1.375
H -6.151 -5.587 8.651
S -6.938 -3.876 -7.012
H -0.144 -0.140 -11.437
O -3.674 -11.260 -6.129
H -12.198 -8.312 -5.739
H -5.530 -2.789 -13.653
F -0.734 -5.806 -11.226
H -3.633 0.694 -1.011
C -5.539 -2.964 -8.006
N -10.876 0.361 -8.632
H -5.667 -7.322 4.799
H -3.298 -11.874 -3.495
H -8.699 -4.597 0.626
H -6.516 7.073 -2.543
H -3.418 -3.763 -3.867
N -6.118 -7.499 -13.423
H -8.385 2.605 -7.848
H -8.593 -2.882 -10.505
F -7.724 -2.362 -3.779
O -6.389 -5.046 6.681
F -7.915 -3.897 -2.116
O -5.279 -8.312 -16.114
N -3.309 -10.874 -3.356
H -7.944 6.336 -0.739
H -5.299 -3.142 -11.914
C -6.620 -7.785 -15.892
C -9.969 -7.717 -6.488
H -5.411 5.821 -3.263
H -5.628 -5.055 1.331
H -13.896 -4.650 -3.788
O 1.301 2.061 -12.442
H -5.753 -8.927 -7.749
H -0.905 1.596 -12.919
C -3.735 -7.197 -7.036
H -4.304 2.167 -5.987
H -0.430 -7.092 -2.616
H -11.478 -7.138 -2.439
H -3.656 -0.046 -4.564
H -4.219 1.416 -9.426
O -6.314 -5.942 -3.991
H -12.657 -4.933 -2.553
H -6.967 -7.474 2.776
H -4.750 -10.757 -7.949
C -4.669 0.001 -4.163
H -7.451 -0.491 -6.273
H -2.525 -0.855 -12.984
H -6.004 -3.728 8.295
C -5.049 -5.051 6.091
H -5.228 6.294 -1.540
H -7.563 0.651 -3.612
H -0.862 -5.369 -4.356
C -4.687 -8.877 -2.903
H -4.301 -6.748 -7.853
H -3.501 -11.999 -7.972
H -4.383 -6.483 -13.176
H -5.736 -8.580 -2.889
H -3.995 -1.000 -2.297
H -6.833 -6.225 0.839
C -12.348 -8.857 -3.556
H -3.830 -7.632 0.059
H -7.970 -0.902 -7.910
C -9.826 1.419 -9.044
H -8.932 4.229 -2.274
H -6.937 0.511 -7.575
C -5.308 -3.564 -12.919
H -4.290 0.659 -12.296
C -5.036 -9.100 -17.258
O -8.867 0.754 -6.853
O -10.178 -1.945 -9.606
H -2.472 -5.377 -7.139
H -5.339 -8.570 -18.162
H -5.337 -7.312 -0.665
O -4.045 -8.882 -1.587
H -9.065 4.525 0.478
H -6.754 -8.068 -12.882
H -8.995 -0.366 -3.182
N -3.569 -5.395 -5.206
C -9.189 1.879 -7.734
H -12.769 -0.436 -9.292
H -5.739 -9.933 -17.237
O -5.258 1.175 -4.483
C -8.476 4.215 -0.384
C -6.457 -5.663 1.694
C -9.882 1.523 -1.565
N -5.992 -4.120 -5.786
H -3.072 -7.950 -7.463
H -6.650 5.374 0.026
H -9.747 -5.797 -8.466
H -6.282 0.396 1.871
C -13.522 -5.365 -3.055
C -3.761 0.552 -9.907
H -2.112 -12.388 -5.438
H -4.445 -5.048 -5.571
C -5.020 -5.337 4.565
H -6.823 -7.281 -16.837
H -4.401 -5.812 6.526
H -5.388 -4.489 3.987
H -3.860 -6.155 -4.608
H -4.943 -10.139 -4.650
H -1.941 -6.417 -5.976
H -11.014 3.168 -2.356
H -5.675 -5.159 -10.980
O -8.709 1.558 -2.348
H -10.456 2.152 -9.547
C -7.214 -3.445 -3.243
H 3.115 2.485 -13.259
H -9.831 2.575 -7.195
S -7.007 -4.836 -4.579
H -7.934 3.290 -0.186
C -2.188 -10.405 -4.429
O -8.410 -5.293 -5.028
C -6.420 -4.709 8.064
C -4.837 2.511 -0.233
H -2.993 -10.690 -2.414
C -9.610 -3.081 -10.166
C -2.880 -6.087 -6.420
H -1.234 -4.253 -2.913
C 1.500 0.688 -12.580
C -6.116 -6.799 2.687
C 0.154 -0.123 -12.485
H -5.193 -7.204 2.273
O -13.006 -6.603 -3.655
N -0.846 0.690 -13.360
H -5.633 -0.215 -2.320
H -5.365 -10.877 -3.061
F -4.863 -2.075 -7.226
C -10.404 -7.840 -5.001
O -10.985 -7.083 -7.276
F -0.864 -3.864 -9.541
H -12.988 -7.595 -1.873
O -4.599 -7.865 -6.192
H -1.179 -10.625 -4.079
F -1.948 -2.382 -11.217
H -3.926 2.708 0.331
H -4.329 -3.933 -13.222
H -4.600 -4.073 6.266
H -10.201 -3.782 -10.756
H -10.628 -1.067 -11.436
H -9.598 -8.208 -4.367
H -0.357 0.806 -14.236
H -8.999 1.126 -9.691
C -7.984 -4.013 1.205
F -1.773 -4.081 -13.036
O -2.192 -6.209 -3.094
H -3.036 -10.322 -7.869
C -2.336 0.145 -13.374
H -4.287 -8.070 -3.518
H 2.201 0.288 -11.847
H -1.776 -7.679 -1.646
C -5.216 -6.668 -12.497
O -8.009 -2.972 -6.644
H -6.418 -7.435 -7.207
H -11.298 -6.128 -9.124
H -4.009 -9.412 -17.448
H -4.645 0.960 1.988
H -2.313 -3.716 -5.264
H -11.510 0.902 -8.061
H -9.005 -7.211 -6.439
H -4.211 3.159 -2.150
H -13.331 -9.214 -3.863
F -4.724 -3.894 -8.569
H -12.009 -1.980 -10.700
F 0.406 -3.424 -11.709
C -7.786 -0.076 -7.223
H -4.555 -0.180 -10.048
As -1.293 -4.008 -11.301
H -9.967 5.041 -1.378
O -6.358 -4.543 -12.839
H -6.559 -8.768 -6.171
H -6.082 2.048 2.322
H 3.145 2.790 -11.646
H -4.970 -0.959 -4.582
C -3.221 0.857 -12.215
F -5.963 -2.449 -9.138
H -7.194 -3.597 0.581
C -10.533 2.986 -1.395
C -12.424 -7.537 -2.804
F -2.840 -4.658 -10.750
C -3.783 -11.042 -7.535
H -3.991 -6.895 -1.608
H -5.319 0.829 -6.583
C -5.925 6.174 -2.369
H -7.736 -0.197 -2.016
H -9.594 -8.649 -6.911
N -11.653 -8.679 -4.972
N -3.832 1.011 -1.949
C -4.332 -7.658 -0.908
C -2.740 -4.350 -4.487
H -5.555 -8.224 -13.844
H -5.778 2.559 -6.016
C -10.498 -6.583 -8.540
H -6.771 -6.132 4.553
O -7.225 -5.090 -7.813
H -11.799 -9.604 -2.984
H -12.069 0.563 -10.530
C -2.303 -11.335 -5.646
C -4.590 -0.151 -2.631
C -1.360 -6.797 -2.131
H -10.098 -7.360 -9.192
H 1.979 0.542 -13.548
H -3.174 1.911 -12.486
C 2.455 2.877 -12.486
O -6.826 5.146 -1.948
C -5.650 1.266 1.697
H -5.890 -6.014 -14.765
H -7.365 -8.560 -15.711
C -4.649 2.241 -1.757
H -8.594 -3.160 1.506
H -11.292 3.192 -0.641
H -1.635 -10.866 -6.369
H -10.501 -0.361 -8.033
C -1.593 -4.964 -3.656
C -8.243 0.335 -2.821
O -7.456 -4.800 2.247
O -5.657 1.475 0.269
C -5.240 1.627 -5.845
H -5.370 3.462 -0.202
H -7.605 -6.408 -14.507
F -5.970 -3.072 -2.931
C -6.131 -5.607 -11.863
H -3.196 0.053 -9.120
C -4.669 -10.234 -3.599
C -11.826 -0.189 -9.780
H -2.269 -9.336 -4.625
H -9.683 0.980 -0.641
H -4.915 -7.414 -11.761
H -5.610 2.068 -2.241
C -11.128 -1.366 -10.514
N -9.521 4.138 -1.458
C -6.620 -6.823 -14.723
H -10.674 0.969 -2.070

Forces on atoms 1 to 6 (eV/Å):
N 0.6 3.3 -1.3
C 0.1 1.2 0.2
H 0.0 0.0 0.2
H 0.2 -0.3 0.2
O -0.3 0.9 -2.3
H 0.3 0.2 -0.6

Atomic partial charges in e from the Mulliken method, atoms 1 to 2: -0.124, -0.778

[3]
This record from the Open Molecules 2025 dataset describes C4H4O5Yb as an isolated structure in a non-equilibrium geometry. The level of theory is ωB97M-V with the def2-TZVPD basis set.

Its expectation value of S² is 2.0021. The calculation puts the energy relative to the best compared isomer or geometry (same formula, charge and spin) at 20.19 kcal/mol. The value obtained for the orbital gap (spin up / spin down) is 6.414 / 6.550 eV. Its spin multiplicity is 3. As for the charge: 0. The calculation puts the LUMO energy (spin up / spin down) at -0.8 / -2.7 eV.

Atoms and positions in Å:
H 3.378 -1.490 0.561
C -0.609 0.545 -0.210
H -0.673 -1.630 -0.508
Yb 1.590 1.387 0.875
H -0.496 0.605 -1.309
C 3.842 0.044 -0.446
O -1.852 1.310 0.061
H -0.988 -1.126 1.184
C -2.900 0.511 -0.044
O -4.053 0.878 -0.057
O 3.270 1.116 -0.727
C -1.102 -0.845 0.125
O -2.534 -0.770 -0.125
O 3.129 -0.536 0.620

Forces on atoms 1 to 6 (eV/Å):
H -0.3 1.0 0.6
C 0.5 0.6 0.2
H -0.1 0.2 0.1
Yb 0.0 -1.3 -1.7
H 0.1 0.0 0.3
C 0.7 0.2 -1.3

Atomic partial charges in e from the Mulliken method, atoms 1 to 2: 0.354, -0.424

[4]
This record from the Open Molecules 2025 dataset describes CuF2I as an isolated structure in a non-equilibrium geometry. The level of theory is ωB97M-V with the def2-TZVPD basis set.

Its expectation value of S² is 0.7569. The calculation puts the energy relative to the best compared isomer or geometry (same formula, charge and spin) at 0.00 kcal/mol. The value obtained for the orbital gap (spin up / spin down) is 8.610 / 6.147 eV. Its spin multiplicity is 2. As for the charge: -1. The calculation puts the LUMO energy (spin up / spin down) at 3.0 / 0.7 eV.

Atoms and positions in Å:
F -0.099 1.518 1.070
Cu 0.288 0.073 -0.258
F -0.067 0.655 -2.386
I -0.121 -2.246 1.574

Cartesian forces, eV/Å:
F 0.7 -1.8 -1.6
Cu -1.6 1.4 0.3
F 0.6 -0.8 2.4
I 0.4 1.1 -1.0

Atomic partial charges in e from the Mulliken method, atoms 1 to 2: -0.595, 0.774

charge of number 1 (C4H11N3)?
0